# 1
Here is C29H27CoN5O5S6 as an isolated structure in a non-equilibrium geometry from the Open Molecules 2025 dataset. Energies are from ωB97M-V/def2-TZVPD.

Last column: Löwdin spin population.
Element x y z (Å)
Co -0.544 1.698 -1.457  0.99
O 0.906 3.235 2.417  0.00
C 2.199 3.044 2.139  0.00
C 3.152 3.750 2.873  0.00
C 4.497 3.588 2.617  0.00
C 4.920 2.726 1.614  0.00
C 3.991 2.026 0.872  0.00
C 2.628 2.161 1.125  0.00
C 1.624 1.494 0.297  0.00
O 0.388 1.492 0.637  0.03
N 2.015 0.903 -0.830  0.00
N 0.988 0.665 -1.615  -0.01
C 0.948 -0.270 -2.538  -0.01
C -0.343 -0.480 -3.051  -0.01
C -0.670 -1.329 -4.125  0.00
C -1.980 -1.481 -4.491  -0.01
C -2.964 -0.790 -3.771  0.00
C -2.583 0.039 -2.737  -0.01
N -1.318 0.217 -2.366  -0.01
H 0.397 2.666 1.769  0.00
H 2.795 4.414 3.647  0.00
H 5.223 4.148 3.194  0.00
H 5.977 2.599 1.419  0.00
H 4.301 1.357 0.085  0.00
H 1.821 -0.850 -2.809  0.00
H 0.130 -1.829 -4.653  0.00
H -2.258 -2.109 -5.328  0.00
H -4.008 -0.882 -4.029  0.00
H -3.325 0.584 -2.170  0.00
S -3.053 8.300 -2.756  0.00
C -2.640 6.712 -2.606  0.00
S -1.762 5.837 -3.831  0.00
C -1.745 4.263 -3.029  0.01
C -2.321 4.233 -1.777  0.00
S -2.450 2.854 -0.791  -0.01
S -3.026 5.743 -1.216  0.00
S -1.100 2.928 -3.834  0.05
C -3.686 -3.872 1.241  0.00
C -2.686 -4.387 0.214  0.00
C -1.848 -3.266 -0.410  0.00
N -0.893 -2.712 0.507  0.00
C -1.035 -1.518 1.127  0.00
S -2.373 -0.573 0.921  0.00
N -0.020 -1.114 1.952  0.00
C 1.039 -1.854 2.485  0.00
O 2.119 -1.308 2.697  0.00
C 0.774 -3.244 2.864  0.00
C 1.845 -4.157 2.937  0.00
C 1.645 -5.452 3.352  0.00
C 0.373 -5.886 3.725  0.00
C -0.687 -4.983 3.702  0.00
C -0.495 -3.687 3.283  0.00
H -4.284 -4.694 1.633  0.00
H -4.346 -3.133 0.796  0.00
H -3.169 -3.396 2.069  0.00
H -3.221 -4.901 -0.589  0.00
H -2.013 -5.105 0.690  0.00
H -2.497 -2.449 -0.736  0.00
H -1.307 -3.653 -1.280  0.00
H -0.036 -3.220 0.667  0.00
H 0.111 -0.100 1.947  0.00
H 2.829 -3.812 2.654  0.00
H 2.479 -6.143 3.395  0.00
H 0.217 -6.908 4.047  0.00
H -1.670 -5.305 4.026  0.00
H -1.314 -2.984 3.307  0.00
C 2.275 4.837 -1.564  0.00
C 1.425 3.627 -1.967  0.00
O 1.704 3.005 -2.983  0.00
O 0.465 3.366 -1.175  -0.01
H 2.414 5.480 -2.431  0.00
H 3.250 4.472 -1.248  0.00
H 1.804 5.374 -0.747  0.00

Calculated values
Frontier orbital gap (spin up / spin down), eV: 3.4 / 3.4
Net charge: -2
<S²>: 0.771
ΔE to the lowest compared entry with this formula, charge and spin, eV: 0.1083
Multiplicity: 2

# 2
Here is C29H27GeIN3O2RuSe4 as an isolated structure in a non-equilibrium geometry from the Open Molecules 2025 dataset. Energies are from ωB97M-V/def2-TZVPD.

Last column: Löwdin spin population.
Element x y z (Å)
Ru -1.528 0.817 2.219  0.25
Se -1.307 0.490 4.513  0.02
Se -2.463 -1.619 5.126  0.04
Se -4.294 -0.736 4.223  0.18
Se -3.734 0.014 2.102  0.48
N -4.077 3.915 2.762  0.01
C -3.717 4.370 1.511  0.00
C -2.525 3.791 1.245  0.00
N -2.140 3.003 2.311  -0.01
C -3.116 3.094 3.202  0.01
H -4.930 4.128 3.248  0.00
H -4.333 5.033 0.932  0.00
H -1.918 3.892 0.363  0.00
H -3.120 2.620 4.170  0.00
O -3.364 1.689 -0.335  0.00
C -2.316 1.185 -0.719  0.00
O -1.347 0.802 0.044  0.00
C -2.097 0.976 -2.208  0.00
C -1.594 -0.420 -2.582  0.00
Ge -0.019 -1.143 -1.648  0.00
C 0.776 -2.365 -2.992  0.00
C 2.086 -2.814 -2.813  0.00
C 2.696 -3.648 -3.738  0.00
C 2.004 -4.050 -4.872  0.00
C 0.701 -3.619 -5.068  0.00
C 0.095 -2.787 -4.133  0.00
C -0.305 -2.323 -0.107  0.00
C -0.339 -3.700 -0.334  0.00
C -0.552 -4.597 0.707  0.00
C -0.744 -4.135 1.999  0.00
C -0.698 -2.771 2.250  0.00
C -0.471 -1.889 1.206  0.01
C 1.435 0.129 -1.362  0.00
C 2.390 -0.070 -0.368  0.00
C 3.476 0.788 -0.245  0.00
C 3.611 1.868 -1.105  0.00
C 2.668 2.077 -2.102  0.00
C 1.597 1.204 -2.235  0.00
H -1.383 1.733 -2.546  0.00
H -3.056 1.175 -2.684  0.00
H -1.329 -0.436 -3.640  0.00
H -2.406 -1.140 -2.447  0.00
H 2.642 -2.502 -1.934  0.00
H 3.713 -3.986 -3.577  0.00
H 2.478 -4.697 -5.599  0.00
H 0.155 -3.930 -5.950  0.00
H -0.928 -2.472 -4.301  0.00
H -0.180 -4.079 -1.336  0.00
H -0.565 -5.660 0.502  0.00
H -0.926 -4.829 2.810  0.00
H -0.850 -2.393 3.253  0.00
H -0.400 -0.822 1.431  0.00
H 2.300 -0.921 0.300  0.00
H 4.224 0.610 0.518  0.00
H 4.454 2.541 -1.004  0.00
H 2.779 2.910 -2.786  0.00
H 0.889 1.353 -3.043  0.00
I 2.346 5.244 1.287  0.00
C 2.046 3.309 1.991  0.00
C 3.013 2.653 2.730  0.00
C 2.751 1.357 3.143  0.00
C 1.528 0.789 2.844  0.00
N 0.582 1.446 2.165  0.00
C 0.846 2.675 1.721  0.00
H 3.952 3.133 2.970  0.00
H 3.479 0.794 3.708  0.00
H 1.286 -0.215 3.162  0.00
H 0.074 3.158 1.145  0.00

Calculated values
Frontier orbital gap (spin up / spin down), eV: 7.1 / 5.5
Net charge: 0
<S²>: 0.841
ΔE to the lowest compared entry with this formula, charge and spin, eV: 1.4006
Multiplicity: 2

# 3
Here is one molecule with the formula C29H27N3O in a non-equilibrium geometry from the Open Molecules 2025 dataset. Energies are from ωB97M-V/def2-TZVPD.

Last column: Mulliken charge in e.
Element x y z (Å)
O -2.779 -1.077 2.211  -0.72
C -2.312 -0.759 1.139  -0.59
N -2.957 -0.828 -0.041  0.31
C -4.323 -1.277 -0.172  -1.45
C -5.261 -0.112 -0.338  0.57
C -5.435 0.799 0.700  -0.25
C -6.277 1.881 0.509  -0.50
C -6.910 2.014 -0.719  -0.25
N -6.749 1.158 -1.712  -0.63
C -5.946 0.126 -1.524  -0.24
C -2.249 -0.269 -1.166  -1.26
C -0.899 0.206 -0.604  0.29
C 0.305 -0.511 -1.210  -0.71
C 0.421 -1.763 -0.322  0.64
C 1.697 -2.557 -0.416  -0.67
C 1.584 -3.943 -0.415  -0.81
C 2.688 -4.770 -0.502  -0.66
C 3.956 -4.218 -0.596  -0.60
C 4.099 -2.848 -0.591  -1.08
C 2.985 -2.005 -0.497  1.02
C 3.258 -0.618 -0.465  -0.23
C 3.630 0.531 -0.411  0.19
C 3.975 1.899 -0.357  0.34
C 3.009 2.883 -0.574  -0.04
C 3.356 4.218 -0.513  -0.69
C 4.663 4.588 -0.235  -0.43
C 5.626 3.615 -0.020  -0.55
C 5.290 2.277 -0.080  -0.62
N 0.060 -1.329 1.028  -0.12
C 1.078 -0.934 1.989  -0.79
C 1.001 0.589 2.101  0.01
C -0.492 0.831 1.910  -0.90
C -0.900 -0.230 0.884  1.52
H -4.557 -1.818 0.750  0.43
H -4.400 -1.957 -1.027  0.46
H -4.916 0.650 1.635  0.49
H -6.439 2.605 1.293  0.39
H -7.576 2.842 -0.921  0.35
H -5.848 -0.549 -2.366  0.35
H -2.825 0.559 -1.597  0.35
H -2.123 -1.032 -1.944  0.29
H -0.812 1.289 -0.702  0.69
H 0.165 -0.766 -2.260  0.46
H 1.198 0.104 -1.119  -0.40
H -0.394 -2.443 -0.622  0.38
H 0.600 -4.382 -0.340  0.46
H 2.560 -5.842 -0.497  0.41
H 4.826 -4.854 -0.669  0.41
H 5.080 -2.399 -0.655  0.52
H 1.991 2.594 -0.795  0.45
H 2.605 4.976 -0.681  0.40
H 4.930 5.633 -0.187  0.38
H 6.645 3.903 0.195  0.39
H 6.036 1.514 0.088  0.45
H 0.812 -1.388 2.951  0.42
H 2.067 -1.290 1.706  0.44
H 1.575 1.059 1.302  -0.49
H 1.369 0.956 3.057  0.63
H -1.027 0.631 2.840  0.36
H -0.731 1.840 1.575  0.43

Calculated values
Frontier orbital gap, eV: 8.4
Net charge: 0
ΔE to the lowest compared entry with this formula, charge and spin, eV: 0.0000
Structure (SMILES): O=C1N(Cc2cccnc2)C[C@@H]2C[C@@H](c3ccccc3C#Cc3ccccc3)N3CCC[C@@]123

# 4
Here is C29H27N3O5PdS2Te as an isolated structure from the Open Molecules 2025 dataset. Energies are from ωB97M-V/def2-TZVPD.

Last column: Mulliken charge in e.
Element x y z (Å)
Pd 0.135 -0.454 0.431  1.31
N 3.076 -0.863 2.208  0.08
C 2.035 -0.846 3.147  0.63
C 2.252 -1.514 4.356  -0.79
C 1.252 -1.485 5.303  -0.46
C 0.069 -0.810 5.025  -1.10
C -0.045 -0.186 3.800  -0.21
N 0.927 -0.186 2.884  0.40
C 3.204 -0.577 0.865  0.36
C 4.522 -0.633 0.364  -0.91
C 4.767 -0.412 -0.963  -0.54
C 3.698 -0.119 -1.809  -1.10
C 2.445 -0.064 -1.261  -0.02
N 2.185 -0.291 0.049  0.60
H 3.930 -1.227 2.594  0.18
H 3.174 -2.055 4.533  0.38
H 1.386 -1.997 6.246  0.39
H -0.747 -0.783 5.732  0.45
H -0.952 0.337 3.518  0.46
H 5.331 -0.853 1.048  0.42
H 5.780 -0.462 -1.342  0.40
H 3.830 0.060 -2.866  0.53
H 1.577 0.166 -1.866  0.17
C -2.107 -0.982 -3.525  -0.63
S -0.588 -0.109 -3.909  0.17
O -0.202 0.621 -2.654  -0.48
C 0.504 -1.524 -3.986  0.40
C 0.662 -2.341 -2.871  0.26
C 1.577 -3.379 -2.929  -0.62
C 2.319 -3.595 -4.085  -0.60
C 2.154 -2.773 -5.191  -0.51
C 1.244 -1.725 -5.141  -0.56
H -2.318 -1.671 -4.343  0.42
H -2.893 -0.232 -3.447  0.29
H -1.990 -1.522 -2.583  0.07
H 0.075 -2.189 -1.973  0.02
H 1.698 -4.023 -2.067  0.51
H 3.029 -4.411 -4.123  0.40
H 2.734 -2.944 -6.088  0.40
H 1.112 -1.065 -5.990  0.41
O -1.782 -2.949 -0.740  -0.73
S -1.385 -2.566 0.599  1.17
O -1.930 -3.354 1.662  -0.69
O -1.721 -1.061 0.813  -0.77
O 0.151 -2.477 0.694  -0.70
Te -0.332 2.036 -0.155  0.25
C -2.292 2.143 -0.910  0.45
C -3.195 1.094 -0.809  -0.36
C -4.473 1.250 -1.331  -0.69
C -4.842 2.436 -1.950  -0.53
C -3.932 3.480 -2.050  -0.60
C -2.654 3.335 -1.529  -0.61
C -0.816 2.688 1.805  0.57
C -2.120 2.646 2.285  -0.31
C -2.382 3.002 3.602  -0.62
C -1.347 3.392 4.440  -0.55
C -0.046 3.433 3.958  -0.54
C 0.219 3.084 2.642  -0.55
H -2.905 0.166 -0.330  0.57
H -5.181 0.435 -1.251  0.45
H -5.840 2.549 -2.355  0.38
H -4.214 4.406 -2.535  0.37
H -1.943 4.148 -1.612  0.43
H -2.931 2.328 1.643  0.42
H -3.398 2.966 3.973  0.39
H -1.553 3.665 5.467  0.39
H 0.765 3.735 4.608  0.41
H 1.240 3.108 2.276  0.40

Calculated values
Frontier orbital gap (spin up / spin down), eV: 8.3 / 8.3
Net charge: 0
ΔE to the lowest compared entry with this formula, charge and spin, eV: 0.0000